No. 1
Entry from the OMol25 dataset: a single C4H6N2O molecule (the ωB97M-V functional and the def2-TZVPD basis).

```
13
Properties=species:S:1:pos:R:3:forces:R:3
O 0.162245 1.138127 -1.078207 -0.1421 0.0457 0.0259
N 0.002453 0.497697 1.170255 -0.0177 -0.0107 -0.0468
N -1.526627 -1.095604 1.115893 0.0617 0.1298 0.1664
C -1.465415 -0.487882 -0.119539 -0.0030 0.0523 -0.1630
C -0.518183 0.492743 -0.101888 -0.0328 -0.2509 0.1699
C -0.632274 -0.490432 1.855221 -0.0822 -0.0685 0.1503
C 1.218210 0.262097 -1.490826 0.3143 -0.1343 -0.1997
H -0.355518 -0.741332 2.870687 -0.2490 0.0757 -0.0649
H -2.060926 -0.812298 -0.963681 0.0716 0.0505 0.2118
H 1.477521 -0.403362 -0.661706 0.1347 0.0601 -0.1869
H 0.890952 -0.353190 -2.334910 0.0803 0.1542 0.0303
H 0.718688 1.130085 1.487757 -0.0447 -0.1194 0.0656
H 2.088873 0.863351 -1.749056 -0.0911 0.0156 -0.1588
```
Forces are in eV/Å.

Results
HOMO-LUMO gap, Eh: 0.3492
Multiplicity: 1
F_max, eV Å⁻¹: 0.40
Molecular weight, g mol⁻¹: 98.105
Energy above the lowest of the compared OMol25 structures with the same formula, charge and spin, kcal per mole: 34.5
E_HOMO, Eh: -0.3192
Structure (SMILES): COc1cnc[nH]1
E_LUMO, eV: 0.82

Mulliken atomic charge list, values in e, 5 entries: atom 1 (O): -0.429, atom 2 (N): -0.045, atom 3 (N): -0.583, atom 4 (C): -0.370, atom 5 (C): 0.441



No. 2
Entry from the OMol25 dataset: a single C5H9NO molecule (the ωB97M-V functional and the def2-TZVPD basis).

```
16
Properties=species:S:1:pos:R:3:forces:R:3
O 1.120964 -1.296892 -0.569427 0.0652 -0.1445 0.0042
N 0.031741 0.284177 1.496343 0.0760 -0.1706 0.1339
C 0.333869 0.905611 0.212566 0.0792 0.1589 -0.1460
C -1.916834 -0.411469 -0.063804 0.0240 -0.0480 -0.0085
C 2.480862 -0.964468 -0.434140 -0.0657 -0.0079 0.1190
C -1.072354 0.643781 0.609162 -0.2061 0.0708 -0.0907
C 0.985469 0.083215 -0.872915 -0.2536 0.1069 0.0482
H 2.073372 0.433129 -1.069875 0.0786 0.0517 -0.0012
H 2.551796 -0.524511 0.598178 0.0012 -0.0084 -0.1667
H 0.710883 1.924657 0.284581 -0.0527 -0.1384 -0.0261
H -2.656283 -0.807618 0.640095 0.0945 0.0493 -0.0896
H -1.636851 1.502621 0.971805 0.0942 -0.1178 -0.0559
H 0.557056 0.177460 -1.873725 0.0952 0.0336 0.0964
H 0.212965 -0.716778 1.412213 -0.0351 0.0932 0.0121
H -2.462360 0.015903 -0.912437 0.0733 -0.0454 0.1113
H -1.314293 -1.248825 -0.428613 -0.0682 0.1166 0.0595
```
Forces are in eV/Å.

Results
HOMO-LUMO gap, Eh: 0.3465
Multiplicity: 1
F_max, eV Å⁻¹: 0.28
Molecular weight, g mol⁻¹: 99.133
Energy above the lowest of the compared OMol25 structures with the same formula, charge and spin, kcal per mole: 145.8
E_HOMO, Eh: -0.3219
E_LUMO, eV: 0.67

Mulliken atomic charge list, values in e, 5 entries: atom 1 (O): -0.301, atom 2 (N): -0.672, atom 3 (C): 0.074, atom 4 (C): -1.250, atom 5 (C): -0.464



No. 3
Entry from the OMol25 dataset: a single C3H4N2O molecule (the ωB97M-V functional and the def2-TZVPD basis).

```
10
Properties=species:S:1:pos:R:3:forces:R:3
O -0.923793 -1.479886 0.770318 0.5812 -0.1013 0.6154
N -3.111642 0.967648 -0.036138 0.9449 -0.8503 0.1523
N 0.171491 0.370053 -0.071226 -0.9100 -1.7719 2.1461
C -2.157339 0.336572 0.139568 -1.7021 1.7460 -0.1622
C 1.509652 -0.197196 -0.105926 1.0335 2.8074 1.5780
C -0.891776 -0.344004 0.363076 0.0322 -1.2906 -0.5520
H 2.073492 0.775122 -0.234951 0.2374 -1.4532 -0.1228
H 1.575895 -0.790298 -0.973090 0.6566 -1.1629 -0.7132
H 1.912182 -0.644438 0.880944 -1.2894 0.4639 -1.7529
H -0.158165 1.006429 -0.732575 0.4157 1.6129 -1.1888
```
Forces are in eV/Å.

Results
HOMO-LUMO gap, Eh: 0.4157
Multiplicity: 1
F_max, eV Å⁻¹: 3.38
Molecular weight, g mol⁻¹: 84.078
Energy above the lowest of the compared OMol25 structures with the same formula, charge and spin, kcal per mole: 30.8
E_HOMO, Eh: -0.3955
Structure (SMILES): CNC(=O)C#N
E_LUMO, eV: 0.55

Mulliken atomic charge list, values in e, 5 entries: atom 1 (O): -0.529, atom 2 (N): -0.340, atom 3 (N): -0.232, atom 4 (C): 0.179, atom 5 (C): -0.744



No. 4
Entry from the OMol25 dataset: a molecular structure, C40H103AlNO9 (the ωB97M-V functional and the def2-TZVPD basis).

```
154
Properties=species:S:1:pos:R:3:forces:R:3
Al -6.838385 2.979162 5.193377 0.1420 -0.2303 0.0715
O 2.349407 1.229925 -9.227808 0.0942 -0.1570 0.0372
O 7.204563 -0.141177 -11.585571 -0.0265 -0.1206 -0.0040
O -0.898427 2.271198 -11.996198 0.0190 -0.0157 0.0382
O 0.388184 -2.489739 1.647544 -0.1402 0.0559 -0.0088
O 6.444562 -2.817771 6.250410 -0.0290 -0.0409 0.0280
O 3.680150 2.032456 0.185092 0.0363 -0.1534 -0.0550
O -10.865912 -0.148378 4.541364 -0.0512 -0.1249 -0.1975
O 1.437995 1.389392 -3.822373 0.0342 -0.1069 0.0631
O 3.011134 -4.854713 3.209422 -0.0565 -0.1023 -0.0195
N -4.767687 3.409874 7.161548 0.0435 0.1636 -0.1938
C 8.117898 -3.484250 7.872529 -0.0778 0.0199 0.0483
C 1.848540 -0.585139 1.962245 -0.0669 0.0445 0.1346
C -1.165734 0.097510 8.271101 -0.4606 -0.3723 -0.0857
C -1.989167 -1.108342 8.739972 0.0888 0.1674 -0.2601
C 1.482311 -3.722216 4.708410 -0.0777 -0.0131 -0.0734
C 7.363097 -3.848848 6.603329 0.1739 0.0815 -0.0180
C -12.973502 -1.342018 4.651312 0.0081 0.0071 -0.0850
C -2.969411 1.014375 -12.097391 0.0728 -0.0530 -0.0439
C -6.069199 4.010172 6.772794 -0.0333 -0.2169 -0.2019
C -5.958365 -0.792637 4.518241 0.0950 0.3080 -0.3028
C -11.258359 -1.522518 6.490024 0.0869 -0.0304 0.0044
C 1.950553 0.809035 -5.023021 0.0546 0.1881 -0.1432
C 1.904560 3.433119 -0.679525 -0.0272 -0.0735 0.0541
C 9.111813 -1.468801 -12.280596 -0.0748 -0.0139 -0.0642
C 2.886902 0.615716 -10.403416 -0.0034 0.2005 -0.1638
C -3.642461 0.050625 3.763470 -0.0798 0.0100 -0.1443
C -0.788992 1.722623 6.341008 0.1550 0.0019 -0.1992
C -1.989010 1.775138 -11.218696 -0.1528 0.0777 -0.0486
C -7.187857 0.129038 4.499335 -0.1445 -0.2891 0.5391
C -7.283331 1.055100 5.732822 0.1766 0.5403 -0.3670
C 1.927541 0.798525 -11.567317 0.0318 -0.1278 0.0443
C -4.654246 -0.073451 4.912612 0.2503 -0.3534 -0.1424
C 2.567633 -4.775038 4.569277 0.0400 0.2273 0.1051
C 4.270556 1.163371 -10.711978 -0.0381 0.0459 0.1167
C -1.496478 0.453211 6.821981 -0.0043 0.2517 0.4682
C 8.307139 -4.143336 5.447843 -0.0689 -0.0130 -0.0657
C -2.666897 2.905965 -10.461917 0.0861 0.0386 0.0264
C 4.151802 3.322674 -1.812477 0.0688 -0.0713 0.0133
C 0.691944 -1.177474 1.174306 0.2751 -0.0497 -0.0830
C 8.914758 -0.590521 -9.928268 -0.0819 0.0240 0.0464
C -11.490395 -1.337510 4.997295 -0.0992 0.1075 0.2046
C 3.746719 -4.495792 5.487592 -0.0002 -0.1530 -0.0582
C 0.983649 1.000558 -6.178008 -0.1569 -0.0717 0.1041
C 3.322498 1.381883 -5.345057 0.0638 -0.0450 0.1016
C 3.106607 2.562739 -1.010158 -0.0241 0.1878 0.0253
C 8.164897 -1.101830 -11.148429 0.1874 0.0920 -0.0092
C 0.985510 -1.203528 -0.318380 -0.0831 -0.0315 -0.0214
C -2.690234 1.255185 3.901698 -0.1220 -0.3633 0.5055
C -1.197528 0.912929 3.892953 0.1953 0.4250 -0.3804
C -0.348640 1.734107 4.861008 0.1524 -0.1290 0.2226
H -1.532664 1.087130 -10.504821 0.0523 -0.0009 -0.0048
H 3.392654 -3.998215 2.989370 0.0419 0.0357 -0.0042
H 8.218042 -0.340170 -9.128473 -0.0084 -0.0204 -0.0033
H 1.795832 1.858093 -11.792800 0.0194 0.0270 -0.0266
H 1.862161 -1.826810 -0.520458 0.0404 0.0394 0.0166
H 4.709848 0.671470 -11.578091 0.0206 -0.0170 -0.0097
H 2.292887 0.297074 -12.465529 0.0216 0.0104 0.0064
H -2.920160 1.980036 3.124537 0.0434 0.1431 0.0002
H -1.418812 2.593296 6.525453 -0.1388 -0.0572 0.1185
H 1.875583 -2.740691 4.428832 0.0053 0.0190 0.0503
H -1.249281 -0.408915 6.201582 -0.0433 -0.0223 -0.1239
H 7.743472 -4.408408 4.553350 -0.0123 -0.0142 0.0147
H -11.690337 -2.459401 6.848407 -0.0116 0.0065 -0.0038
H 0.847166 2.067058 -6.383187 0.0530 0.0099 -0.0279
H -0.206683 -0.587277 1.355808 -0.0580 -0.0682 0.0495
H -4.169517 -0.629081 5.721580 -0.0108 0.1368 0.1090
H 2.751933 -1.188953 1.823005 0.0157 0.0240 -0.0791
H -0.297445 2.771198 4.522823 -0.0332 0.0565 -0.0250
H 0.006426 0.583295 -5.931636 0.0190 -0.0115 0.0248
H -7.180091 0.698095 3.565412 -0.0014 0.0999 -0.0305
H 8.790733 -4.286948 8.177786 0.0092 -0.0009 -0.0105
H -1.596268 -1.540385 9.658870 -0.0531 -0.0084 0.1040
H 2.257904 2.170822 -9.410070 -0.0395 0.0446 0.0001
H -3.029191 -0.820913 8.892700 -0.0513 -0.0273 0.0678
H 7.421523 -3.284108 8.686631 -0.0103 -0.0181 -0.0065
H -10.991410 -2.142326 4.454089 0.0291 0.0054 -0.0283
H -11.714061 -0.698851 7.046994 -0.0453 -0.0116 -0.0021
H 7.577407 -1.978068 -10.870325 -0.0507 0.0056 -0.0061
H 3.736043 3.697409 -2.749311 -0.0081 0.0027 0.0002
H 2.045351 -0.255169 -4.801772 -0.0167 -0.0124 0.0583
H 1.617037 -0.571839 3.028624 -0.0538 0.0209 -0.0156
H 4.211293 2.237892 -10.914320 -0.0310 -0.0119 -0.0503
H 3.436488 -4.470390 6.533468 -0.0036 0.0198 0.0007
H 9.822124 -2.236097 -11.970039 0.0073 0.0062 0.0109
H 8.554103 -1.837865 -13.141251 -0.0097 -0.0133 0.0143
H -8.151969 3.679288 4.528631 -0.1341 0.1072 0.0611
H 7.680105 0.655791 -11.841834 0.0088 0.0463 -0.0058
H -2.462974 0.205298 -12.623890 0.0076 -0.0051 0.0208
H 1.427393 3.812394 -1.584561 0.0016 0.0087 -0.0031
H 8.985373 -4.963179 5.688850 0.0076 0.0044 0.0100
H 3.247748 2.458652 -5.525189 -0.0196 -0.0008 -0.0487
H -1.947059 3.431258 -9.834471 0.0044 -0.0218 0.0104
H 6.740373 -4.724722 6.792288 -0.0519 0.0071 -0.0050
H -1.986922 -1.879483 7.967365 0.0454 -0.1129 0.0374
H -3.471929 2.532110 -9.828533 -0.0089 -0.0056 -0.0064
H -5.812302 -1.192733 3.508803 -0.0732 -0.1934 0.0083
H 9.677494 -0.589043 -12.600320 0.0361 -0.0003 0.0386
H -4.860735 0.929267 5.274051 -0.1103 0.0347 0.0597
H 1.354628 0.529660 -7.086246 0.0170 0.0368 -0.0428
H 1.166512 2.866779 -0.111737 -0.0075 -0.0164 -0.0219
H 8.907955 -3.259335 5.215613 0.0339 -0.0046 0.0376
H 2.775753 1.695513 -1.581934 0.0091 -0.0350 0.0249
H -8.084184 -0.497495 4.476648 0.0031 -0.0762 -0.2788
H -8.290529 1.027688 6.156012 -0.0452 -0.0866 0.0948
H 0.945969 0.398906 -11.320466 -0.0215 -0.0125 -0.0100
H 0.142091 -1.625713 -0.865066 -0.0141 0.0189 0.0074
H 3.983640 2.768207 0.726471 -0.0222 0.0513 0.0247
H -4.891507 2.437115 7.403732 0.0266 -0.0794 0.0840
H 4.513150 -5.264088 5.368832 -0.0196 -0.0164 0.0082
H -10.190811 -1.519283 6.708977 0.0060 0.0039 -0.0213
H 2.151888 -5.759162 4.792609 0.0173 -0.0444 -0.0815
H -3.782934 0.590994 -11.507286 -0.0073 0.0108 0.0061
H 4.526154 4.175428 -1.238013 -0.0446 0.0355 -0.0138
H 8.713704 -2.581185 7.712158 0.0400 -0.0219 -0.0253
H -13.452092 -2.273890 4.959234 0.0042 0.0024 0.0126
H -1.001568 -0.146527 4.067117 -0.2399 -0.1012 0.0427
H 1.183852 -0.201652 -0.703035 0.0123 0.0017 0.0002
H 0.110313 1.859563 6.948444 0.0360 0.1021 0.0378
H -13.480179 -0.514073 5.155404 -0.0020 -0.0190 0.0448
H 2.069264 0.432540 1.637441 0.0565 -0.0191 -0.0165
H 2.209780 4.288621 -0.069591 0.0141 0.0319 -0.0422
H 0.676587 1.351854 4.813582 0.0468 -0.0079 -0.0957
H 1.169238 -3.037747 1.513687 0.0096 -0.0757 0.0269
H 9.474379 0.314787 -10.180228 0.0408 -0.0232 -0.0234
H -1.416453 0.946546 8.909300 0.2929 0.1194 0.0872
H 9.619983 -1.334552 -9.555816 0.0094 -0.0013 -0.0091
H -2.933311 1.744302 4.846988 -0.0203 0.1637 -0.0701
H -5.661333 2.859524 4.059905 0.0001 0.0562 -0.0592
H -11.254603 0.601786 5.002671 0.0833 0.0732 0.0477
H -13.114336 -1.214556 3.577732 0.0159 -0.0107 -0.0026
H -5.881441 5.037707 6.447715 0.0171 0.0794 0.0214
H -3.402784 1.682468 -12.847250 -0.0361 0.0231 0.0316
H -0.105040 -0.141437 8.366291 0.1259 0.2034 0.0504
H -3.068736 -0.879429 3.699657 0.0539 -0.0263 -0.0932
H 3.743044 0.918291 -6.238389 -0.0198 0.0168 -0.0227
H 6.948745 -2.016433 6.075446 0.0149 0.0419 -0.0022
H 4.204750 -3.535826 5.247395 -0.0206 0.0598 0.0347
H -0.805611 1.122395 2.891947 0.0937 -0.1842 -0.0598
H 4.007842 1.229880 -4.509895 -0.0114 -0.0162 -0.0019
H 0.644702 -3.934813 4.045044 -0.0018 0.0049 0.0070
H 5.000161 2.677430 -2.042868 -0.0159 -0.0154 -0.0130
H 1.110919 -3.660451 5.732524 0.0290 -0.0129 0.0153
H -1.254290 2.890099 -12.642154 -0.0292 0.0258 -0.0227
H 4.940486 1.020449 -9.864478 0.0070 -0.0359 -0.0084
H -6.767835 4.059440 7.621857 -0.0418 0.1204 0.0598
H -6.579659 0.732436 6.506310 -0.1160 -0.1611 0.1725
H -6.143565 -1.654591 5.162379 -0.0233 0.0463 0.1795
H -4.193616 0.127939 2.824006 -0.0452 0.0389 -0.0322
H -4.340691 3.884702 7.946555 -0.0313 -0.1037 0.1868
H 2.966564 -0.444590 -10.156702 -0.0249 -0.0059 0.0621
H -2.575593 0.612549 6.777908 -0.0110 -0.1815 -0.2459
H -3.091794 3.629631 -11.163603 -0.0441 -0.0265 -0.0106
H 1.335051 2.334136 -3.976597 -0.0515 0.0433 -0.0098
```
Forces are in eV/Å.

Results
HOMO-LUMO gap, Eh: 0.2076
Multiplicity: 1
F_max, eV Å⁻¹: 0.68
Molecular weight, g mol⁻¹: 769.244
Total charge: -1
E_HOMO, Eh: -0.1512
E_LUMO, eV: 1.54

Mulliken atomic charge list, values in e, 5 entries: atom 1 (Al): 0.198, atom 2 (O): -0.362, atom 3 (O): -0.470, atom 4 (O): -0.493, atom 5 (O): -0.534